1.
10
Properties=species:S:1:pos:R:3:mulliken_charge:R:1 method="wB97M-V/def2-TZVPD" s2=0.76 lumo_ev="-5.272 / -9.789" total_charge=+1 spin_multiplicity=2 fmax_ev_per_a=4.353
C 0.61527 0.53263 0.44899 -0.330
O 1.44045 -0.16585 1.25751 -0.436
C -0.21738 -0.42225 -0.31326 0.319
C -1.46280 -0.16142 -0.66295 -0.566
H 1.27155 1.16730 -0.23335 0.312
H -0.04901 1.11863 1.10985 0.405
H 2.20107 -0.53212 0.68852 0.367
H 0.13934 -1.42481 -0.52806 0.321
H -1.96956 -0.80122 -1.43303 0.283
H -1.96893 0.68910 -0.33422 0.325

2.
15
Properties=species:S:1:pos:R:3:mulliken_charge:R:1 method="wB97M-V/def2-TZVPD" lumo_ev=1.035 spin_multiplicity=1 fmax_ev_per_a=4.904
N -0.45958 0.08643 -1.41894 -0.610
C 0.33805 -0.43723 -0.30680 0.633
C 0.00592 -1.91278 -0.09741 -1.340
C -0.02151 0.35450 0.96939 -1.105
N 0.07915 1.98325 0.99792 -0.611
H -0.14773 -0.22199 -2.32674 0.225
H -0.48785 1.09133 -1.35095 0.153
H 1.41910 -0.32921 -0.49709 0.204
H 0.24642 -2.49491 -0.97741 0.355
H -1.07783 -1.97390 0.11061 0.320
H 0.57500 -2.32156 0.73868 0.353
H -1.09848 0.20086 1.07129 0.414
H 0.43926 -0.14607 1.84025 0.403
H 0.95906 1.25054 1.08901 0.350
H -0.17795 2.18286 0.03319 0.257

3.
88
Properties=species:S:1:pos:R:3:mulliken_charge:R:1 method="wB97M-V/def2-TZVPD" lumo_ev=1.278 total_charge=-1 spin_multiplicity=1 fmax_ev_per_a=0.204
Zn 0.11493 -0.02590 -0.00829 1.082
Cl -2.35930 4.91109 7.74556 -0.241
C -1.99817 3.97938 6.31495 0.404
C -0.74763 3.40251 6.17636 -0.942
C -0.47010 2.66368 5.03622 -0.092
C -1.42517 2.49278 4.03584 -0.392
C -2.67225 3.08993 4.20425 0.033
C -2.96703 3.83259 5.33806 -0.943
C -1.11672 1.70326 2.81085 1.840
C -0.85272 0.33976 2.96484 0.057
C -0.90383 -0.36718 4.23300 -1.427
C -0.51132 -1.63580 3.98591 -1.290
C -0.25230 -1.71891 2.55951 -0.002
C 0.06540 -2.91007 1.89241 1.605
C 0.40024 -4.08430 2.74593 -0.578
C -0.42677 -5.20131 2.82496 -0.038
C -0.10143 -6.28074 3.63405 -0.943
C 1.06428 -6.23470 4.37743 0.393
Cl 1.48302 -7.58804 5.39741 -0.240
C 1.90202 -5.13343 4.33089 -0.945
C 1.56318 -4.06499 3.51413 0.036
C 0.03116 -3.08911 0.50226 0.272
N -0.14214 -2.10453 -0.40807 -0.311
C -0.22739 -2.69244 -1.62996 0.305
C -0.39109 -2.03339 -2.84929 1.555
C -0.40101 -2.86807 -4.08616 -0.522
C 0.76792 -3.46904 -4.54697 0.218
C 0.77112 -4.24311 -5.69757 -1.010
C -0.41282 -4.41487 -6.39409 0.420
Cl -0.42111 -5.38732 -7.84320 -0.241
C -1.58987 -3.82956 -5.96282 -0.976
C -1.57464 -3.05818 -4.80957 0.177
C -0.53457 -0.64531 -3.01469 0.145
C -0.61131 0.02335 -4.29617 -1.272
C -0.67291 1.35057 -4.03398 -1.352
C -0.64961 1.48724 -2.59413 -0.019
N -0.56934 0.26375 -2.01408 -0.357
C -0.74636 2.70703 -1.91334 1.917
C -0.88118 2.85971 -0.52993 0.255
C -1.06577 4.12411 0.14799 -1.351
C -1.21013 3.83963 1.46382 -1.147
C -1.09052 2.40075 1.58914 0.101
N -0.89210 1.84516 0.37406 -0.359
C -0.72998 3.94657 -2.74395 -1.063
C -1.89165 4.68210 -2.96058 0.223
C -1.87738 5.83077 -3.73817 -0.966
C -0.68277 6.24325 -4.30246 0.447
Cl -0.65337 7.68710 -5.28263 -0.240
C 0.48827 5.53294 -4.10487 -0.950
C 0.45598 4.38569 -3.32518 0.063
C -0.07949 -4.12853 -1.48773 -1.549
C 0.10532 -4.37279 -0.17106 -1.122
N -0.47734 -0.51716 1.98179 -0.221
H -0.00112 3.53587 6.94719 0.403
H 0.50701 2.21432 4.91040 0.524
H -3.42275 2.96508 3.43371 0.474
H -3.93843 4.28997 5.46670 0.403
H -1.22198 0.04796 5.17539 0.482
H -0.44441 -2.44961 4.68979 0.445
H -1.35122 -5.21426 2.26089 0.547
H -0.74913 -7.14451 3.69563 0.398
H 2.80773 -5.11592 4.92125 0.409
H 2.21215 -3.19966 3.45983 0.526
H 1.68712 -3.32193 -3.99377 0.508
H 1.68110 -4.70538 -6.05463 0.403
H -2.50405 -3.97846 -6.52088 0.400
H -2.48845 -2.59389 -4.46031 0.474
H -0.60395 -0.45728 -5.26115 0.414
H -0.73786 2.16009 -4.74332 0.446
H -1.07660 5.09575 -0.31926 0.463
H -1.35735 4.53579 2.27353 0.498
H -2.81953 4.34576 -2.51492 0.474
H -2.78142 6.39915 -3.90838 0.398
H 1.41117 5.87510 -4.55242 0.413
H 1.36422 3.81982 -3.15829 0.531
H -0.11954 -4.85059 -2.28744 0.446
H 0.26540 -5.33005 0.29518 0.518
Br 6.69399 1.59436 0.15579 -0.269
C 4.83944 1.12986 0.10403 0.229
C 3.90799 1.98782 0.65950 -0.906
C 2.56301 1.63134 0.61087 0.854
C 2.10430 0.44397 0.02459 -1.405
C 3.09914 -0.37851 -0.51779 0.508
C 4.45388 -0.05814 -0.48864 -0.779
H 4.22757 2.91502 1.11900 0.418
H 1.84614 2.32278 1.04972 0.194
H 2.81703 -1.31906 -0.98636 0.301
H 5.19719 -0.71843 -0.91808 0.407

Taking the records one at a time from the top gives M values of 58.08; 74.13; 971.91 Da.
Taking the records one at a time from the top gives ΔE to the lowest compared entry with this formula, charge and spin values of 208.65; 292.89; 4.78 kJ/mol.
Taking the records one at a time from the top gives total energy values of -5244.4043; -6250.3927; -226820.0634 eV.